Entry 1:
Here is one molecule with the formula C3H3F2I in a non-equilibrium geometry from the Open Molecules 2025 dataset. Energies are from wB97M-V/def2-TZVPD.

Its total charge is 0. The LUMO energy (alpha / beta) is -0.703 / 0.227 eV. The spin multiplicity is 1. As for the HOMO-LUMO gap (alpha / beta): 7.8 / 8.8 eV. As for the HOMO energy (alpha / beta): -0.31261 / -0.31326 hartree. The value obtained for the energy above the lowest of the compared OMol25 structures with the same formula, charge and spin is 73.4 kcal per mole.

```
9
Properties=species:S:1:pos:R:3:lowdin_charge:R:1
C 0.4834 -0.5307 0.2584 -0.22
C -0.5730 -0.7132 -0.9584 -0.62
C 0.3720 0.8176 0.9587 -0.29
F -0.5644 0.9771 1.9612 0.04
F 0.4879 1.9514 0.2945 0.08
I -0.1930 0.1566 -2.7542 0.83
H 0.0453 -1.1960 1.0285 0.10
H 1.5349 -0.8536 0.0472 0.12
H -1.5931 -0.6091 -0.8359 -0.04
```

=====

Entry 2:
Here is one molecule with the formula C5H14N2S in a non-equilibrium geometry from the Open Molecules 2025 dataset. Energies are from wB97M-V/def2-TZVPD.

Its total charge is 0. The structure (SMILES) is C[C@@H](N)CNCCS. The LUMO energy is 1.030 eV. The spin multiplicity is 1. As for the HOMO-LUMO gap: 9.8 eV. As for the HOMO energy: -0.32047 hartree. The value obtained for the energy above the lowest of the compared OMol25 structures with the same formula, charge and spin is 13.9 kcal per mole.

```
22
Properties=species:S:1:pos:R:3:lowdin_charge:R:1
C 1.7695 1.0974 1.3200 -0.08
C 0.3563 1.6791 1.1923 -0.42
N 0.3777 2.6951 0.1349 0.04
C -0.6594 0.5910 0.8390 -0.21
N -0.2987 -0.1299 -0.3708 -0.08
C -1.0200 -1.3655 -0.5852 -0.31
C -0.1488 -2.4343 -1.2316 -0.51
S -0.9217 -3.3157 -2.6724 0.66
H 1.8996 0.3127 2.0765 0.08
H 1.9127 0.5018 0.4116 0.06
H 2.5724 1.8259 1.3675 0.07
H -0.0096 2.0895 2.1247 0.13
H 0.7748 2.3879 -0.6958 0.04
H 0.7011 3.5821 0.4548 0.06
H -1.6831 0.9778 0.7597 0.12
H -0.7223 -0.1240 1.6517 0.11
H -0.2443 0.4422 -1.1953 0.11
H -1.9948 -1.2355 -1.0691 0.10
H -1.3986 -1.7101 0.3458 0.10
H 0.7490 -1.9582 -1.5892 0.05
H 0.0549 -3.2862 -0.5905 0.05
H -2.0669 -2.6231 -2.6786 -0.17
```

=====

Entry 3:
Here is one molecule with the formula C19H23NS in a non-equilibrium geometry from the Open Molecules 2025 dataset. Energies are from wB97M-V/def2-TZVPD.

Its total charge is 0. The structure (SMILES) is c1ccc(C(SCCNCC2CC2)c2ccccc2)cc1. The LUMO energy is 0.753 eV. The spin multiplicity is 1. As for the HOMO-LUMO gap: 9.1 eV. As for the HOMO energy: -0.30537 hartree. The value obtained for the energy above the lowest of the compared OMol25 structures with the same formula, charge and spin is 60.7 kcal per mole.

```
44
Properties=species:S:1:pos:R:3:lowdin_charge:R:1
C 1.7450 -4.9122 -0.6468 -0.09
C 1.4764 -4.0046 0.4193 -0.04
C 1.0593 -2.6967 0.1519 -0.06
C 0.8310 -2.2586 -1.1745 -0.19
C 0.9102 -0.7577 -1.5506 -0.55
S 0.7928 0.3306 -0.2113 0.96
C -0.2962 1.7837 -0.5992 -0.40
C -0.0225 2.7962 0.5528 -0.30
N -0.7685 2.3765 1.7685 -0.07
C -0.5630 2.9448 3.1966 -0.15
C -0.5835 1.7918 4.2368 -0.26
C -0.4119 1.8672 5.7797 -0.14
C 0.7361 1.3735 4.9493 -0.16
C -0.1466 -0.3859 -2.6457 -0.28
C -1.4650 -0.6298 -2.3076 -0.06
C -2.5056 -0.0996 -3.1450 -0.06
C -2.2724 0.5636 -4.4022 -0.06
C -0.8839 0.7316 -4.7481 -0.09
C 0.1207 0.2690 -3.8792 -0.06
C 0.9534 -3.2673 -2.2428 0.02
C 1.4907 -4.5559 -1.9338 -0.08
H 2.1309 -5.7881 -0.2949 0.07
H 1.6420 -4.3045 1.3838 0.07
H 0.9803 -2.0115 0.9070 0.04
H 1.9328 -0.4992 -1.9425 0.12
H 0.1211 2.1616 -1.5087 0.06
H -1.3524 1.6443 -0.7906 0.08
H -0.2892 3.7923 0.1997 0.11
H 1.0568 2.7341 0.6777 0.08
H -0.6557 1.3525 1.7841 0.06
H -1.2717 3.7668 3.3703 0.10
H 0.3909 3.4063 3.2328 0.08
H -1.0798 0.9015 3.8639 0.12
H -0.2131 2.8548 6.2011 0.09
H -1.2492 1.2148 6.2989 0.14
H 1.7396 1.9742 4.8807 0.14
H 0.9579 0.3205 4.9822 0.07
H -1.7175 -1.0776 -1.3037 0.14
H -3.4946 -0.1599 -2.7660 0.08
H -3.0329 0.8477 -5.1489 0.10
H -0.5293 1.1657 -5.7264 0.11
H 1.1639 0.5911 -3.9352 0.11
H 0.8247 -2.9057 -3.1994 0.07
H 1.7482 -5.2418 -2.7339 0.10
```

=====

Entry 4:
Here is a 2-piece molecular cluster, C6H17Cl2NSi2 overall in a non-equilibrium geometry from the Open Molecules 2025 dataset. Energies are from wB97M-V/def2-TZVPD.

Its total charge is 0. The LUMO energy is 0.379 eV. The spin multiplicity is 1. As for the HOMO-LUMO gap: 8.5 eV. As for the HOMO energy: -0.29983 hartree. The value obtained for the energy above the lowest of the compared OMol25 structures with the same formula, charge and spin is 94.9 kcal per mole.

```
28
Properties=species:S:1:pos:R:3:lowdin_charge:R:1
C -1.0844 -2.4377 0.4257 -0.10
C -2.0256 -1.3673 -1.7344 -0.07
C -1.8232 2.1996 -0.0636 -0.08
C -0.2188 1.5577 1.6429 -0.12
C -1.7393 -1.2076 -0.2226 -0.47
C -1.3070 1.1003 0.7754 -0.49
N -0.8324 -0.0940 -0.0744 -0.30
Si 5.3957 -0.0876 -0.2456 0.19
Si 0.7913 -0.2064 -0.7680 0.31
Cl 4.1415 0.1960 1.3486 0.13
Cl 1.3651 1.6495 -1.2077 0.26
H -0.2996 -2.0325 1.1899 0.10
H -1.7711 -3.1642 0.8879 0.08
H -0.5323 -2.9462 -0.3218 0.04
H -2.5024 -0.5504 -2.2174 0.05
H -2.6809 -2.1908 -2.0478 0.08
H -1.1065 -1.3394 -2.2995 0.03
H -2.1700 1.7921 -1.0232 0.08
H -2.7349 2.5803 0.4773 0.11
H -0.9939 2.8379 -0.3813 0.05
H 0.2811 0.7115 2.1939 0.10
H -0.7110 2.1728 2.3903 0.09
H 0.5905 1.9547 1.1409 -0.01
H -2.5801 -0.9186 0.5470 0.16
H -2.0782 0.7712 1.4432 0.12
H 4.4674 -0.0033 -1.3198 -0.14
H 6.6805 0.6208 -0.4122 -0.10
H 5.4787 -1.5988 -0.1239 -0.09
```

=====

Entry 5:
Here is a 2-piece molecular cluster, C6H11NO overall in a non-equilibrium geometry from the Open Molecules 2025 dataset. Energies are from wB97M-V/def2-TZVPD.

Its total charge is 0. The structure (SMILES) is Cc1cc[nH]c1C.O. The LUMO energy is 0.582 eV. The spin multiplicity is 1. As for the HOMO-LUMO gap: 8.4 eV. As for the HOMO energy: -0.28650 hartree. The value obtained for the energy above the lowest of the compared OMol25 structures with the same formula, charge and spin is 21.2 kcal per mole.

```
19
Properties=species:S:1:pos:R:3:lowdin_charge:R:1
C 1.3119 -1.5102 -0.5443 -0.06
C 0.1438 -1.1790 0.2915 -0.26
C -0.0716 -1.3416 1.6911 -0.07
C -1.3090 -0.8852 2.0156 -0.13
N -1.8809 -0.4330 0.8455 0.05
C -1.0061 -0.5641 -0.1947 -0.29
C -1.1504 -0.0265 -1.5852 -0.03
H 1.1682 -2.5180 -0.9891 0.09
H 1.3254 -0.9282 -1.4626 0.06
H 2.2500 -1.6177 -0.0071 0.08
H 0.6066 -1.8494 2.3604 0.10
H -1.6376 -0.7323 3.0286 0.10
H -2.7816 -0.0021 0.7681 0.14
H -0.6592 0.9452 -1.5962 0.08
H -2.2173 0.1461 -1.7730 0.07
H -0.8167 -0.6141 -2.4295 0.07
O 2.4837 4.6737 -0.1737 -0.05
H 2.6189 3.7824 -0.4898 0.02
H 1.6218 4.6541 0.2444 0.03
```

=====

Entry 6:
Here is one molecule with the formula C5H8B2N2O in a non-equilibrium geometry from the Open Molecules 2025 dataset. Energies are from wB97M-V/def2-TZVPD.

Its total charge is 0. The structure (SMILES) is NB(O)Bc1ccccn1. The LUMO energy is 0.008 eV. The spin multiplicity is 1. As for the HOMO-LUMO gap: 9.3 eV. As for the HOMO energy: -0.34149 hartree. The value obtained for the energy above the lowest of the compared OMol25 structures with the same formula, charge and spin is 7.8 kcal per mole.

```
18
Properties=species:S:1:pos:R:3:lowdin_charge:R:1
N 3.1503 -1.0391 -0.2215 0.14
B 2.3650 0.1906 -0.2276 -0.57
O 2.7752 1.1629 -1.1090 0.13
B 1.0756 0.3132 0.8485 0.09
C -0.4482 0.2192 0.4188 -0.28
C -0.8982 -0.9821 -0.0860 -0.04
C -2.2301 -1.0744 -0.4329 -0.06
C -2.9727 0.0550 -0.2326 -0.10
C -2.4492 1.2237 0.2502 -0.14
N -1.1662 1.3270 0.5838 0.10
H 3.1514 -1.3930 0.7318 0.06
H 4.1206 -0.7666 -0.3809 0.08
H 2.2736 1.9764 -1.0132 0.09
H 1.2783 0.4859 2.0153 0.07
H -0.2385 -1.8308 -0.2089 0.12
H -2.6590 -1.9818 -0.8323 0.11
H -4.0277 0.0346 -0.4875 0.10
H -3.1003 2.0793 0.3838 0.11
```